Record 1
H14NO10 | wB97M-V/def2-TZVPD

Atoms and positions in Å:
O  3.236  0.747  0.445
H  0.370  2.953  -0.403
N  -0.264  0.206  0.217
H  -1.985  -0.979  -1.998
O  0.573  3.825  -0.600
H  3.136  1.703  0.716
O  0.846  -0.434  0.388
H  -2.280  -3.051  0.077
H  2.411  -0.129  2.232
O  -1.329  -0.394  0.080
H  0.018  4.023  -1.368
H  1.599  -1.400  -0.883
O  -0.296  1.450  0.292
H  -1.093  -1.994  0.426
H  -1.512  -0.558  -3.359
O  2.595  -0.393  3.114
H  -3.016  0.685  0.675
H  -4.040  1.027  1.807
H  2.158  -1.373  -2.257
O  -1.357  -3.054  0.472
H  1.902  -0.802  3.338
O  -2.167  -1.192  -3.039
H  2.321  0.472  0.159
O  2.081  -1.942  -1.505
O  -3.908  0.603  0.971

Computed properties:
total energy: -815.49334 Ha
F_max: 10.30 eV/Å
E_HOMO: -7.42 eV
total charge: -1
gap between HOMO and LUMO: 10.34 eV


Record 2
H14IO7 | wB97M-V/def2-TZVPD

Atoms and positions in Å:
O  7.911  0.337  23.878
I  6.648  1.500  20.607
H  4.402  -1.831  21.227
O  10.139  2.748  21.635
O  9.813  -0.232  20.076
H  9.313  2.376  21.289
H  8.924  0.165  20.136
H  7.373  0.624  23.121
H  10.813  2.326  21.093
O  5.998  -0.232  17.425
O  3.716  2.640  22.485
H  8.687  -0.049  23.460
O  3.283  2.032  19.138
H  10.106  -0.002  19.189
H  4.340  2.443  21.763
H  5.655  -1.046  20.861
O  5.339  -1.949  21.046
H  6.186  0.301  18.218
H  4.018  1.639  19.635
H  5.381  0.313  16.927
H  3.628  3.598  22.456
H  2.514  1.854  19.689

Computed properties:
total energy: -832.90286 Ha
F_max: 0.35 eV/Å
E_HOMO: -5.76 eV
total charge: -1
gap between HOMO and LUMO: 8.76 eV